(1)
{
  "formula": "C3H8ClN2O",
  "method": "ωB97M-V/def2-TZVPD",
  "species": ["C", "C", "C", "N", "N", "O", "Cl", "H", "H", "H", "H", "H", "H", "H", "H"],
  "xyz": [[-1.283888, -1.319792, 1.116756], [1.057859, -1.027907, 1.356833], [0.006967, 1.097009, -2.229663], [0.233551, 1.056937, -1.020694], [-0.001934, -0.745085, 0.799473], [0.712760, 2.100787, -0.356699], [0.288144, 2.310318, -3.386447], [-1.830630, -0.508489, 1.501854], [-1.801715, -1.762227, 0.177628], [-1.112972, -2.190079, 1.923372], [1.336075, -1.596806, 2.262748], [1.960773, -0.386440, 1.249589], [-0.508838, 0.208254, -2.520184], [-0.058721, -0.054037, 0.010933], [1.002567, 2.817556, -0.885501]],
  "atomic_forces_ev_per_a": [[0.0, -4.0, 0.3], [4.5, 1.5, 2.7], [-0.9, -0.7, -2.4], [0.1, 0.7, 1.2], [-2.0, -1.3, -0.5], [0.4, -0.4, 2.6], [0.1, 0.1, 0.4], [-1.2, 0.7, 0.6], [1.0, 0.8, 1.6], [-0.7, 2.1, -1.8], [-1.6, -0.8, -0.6], [-0.7, -0.3, -1.3], [-0.1, -0.4, -1.0], [0.8, 0.6, -0.3], [0.4, 1.3, -1.6]],
  "lowdin_charge": [-0.02, 0.12, -0.60, -0.13, -0.04, 0.03, 0.77, 0.08, 0.14, 0.15, 0.14, 0.13, 0.09, 0.06, 0.07],
  "total_energy_ha": -763.68367,
  "total_charge": 1,
  "homo_lumo_gap_ha": 0.374
}

=====

(2)
{
  "formula": "C3H8ClN3O2",
  "method": "ωB97M-V/def2-TZVPD",
  "species": ["C", "C", "C", "N", "N", "N", "O", "O", "Cl", "H", "H", "H", "H", "H", "H", "H", "H"],
  "xyz": [[-0.958622, 0.723770, -0.266652], [0.487941, 0.385060, -0.045986], [0.579505, -1.484057, 0.566522], [-1.284778, 1.836341, -1.092714], [0.054068, -2.275522, -0.397437], [1.214160, 0.895081, 1.089277], [2.432309, 0.720084, 1.116094], [0.602261, 1.292340, 2.056990], [-0.334276, -1.610678, 2.011845], [-1.348138, -0.273373, -0.831235], [-1.332249, 0.828652, 0.775985], [1.192311, 0.312838, -0.870044], [1.619145, -1.644081, 0.722268], [-1.192279, 1.865493, -2.143488], [-1.226561, 2.746547, -0.720505], [-0.930294, -2.259161, -0.594077], [0.425496, -2.059334, -1.376843]],
  "atomic_forces_ev_per_a": [[0.2, -2.2, -0.7], [1.0, -3.0, 0.7], [-0.9, 3.3, -0.7], [-0.6, 0.1, -2.3], [0.3, -1.1, -4.5], [0.8, -0.1, 0.7], [-0.2, 0.2, -0.6], [-0.7, 0.6, 0.1], [-0.3, 0.0, 0.9], [0.4, 2.2, 1.6], [-0.5, -0.1, -0.9], [-0.2, 0.2, -0.2], [0.8, 0.2, 0.2], [0.1, -0.6, 2.1], [0.2, 0.8, 0.6], [-0.6, 0.1, 1.0], [0.1, -0.6, 2.0]],
  "lowdin_charge": [-0.28, -0.15, -0.71, -0.01, -0.04, -0.45, 0.03, 0.04, 0.74, 0.15, 0.11, 0.13, 0.08, 0.11, 0.05, 0.06, 0.14],
  "total_energy_ha": -893.88842,
  "homo_lumo_gap_ha": 0.348
}

=====

(3)
{
  "formula": "C3H8ClNO2P",
  "method": "ωB97M-V/def2-TZVPD",
  "species": ["C", "C", "C", "N", "O", "O", "P", "Cl", "H", "H", "H", "H", "H", "H", "H", "H"],
  "xyz": [[1.118525, -0.616944, -1.454775], [1.089359, 0.795433, 0.636954], [-2.281775, 0.448652, 0.487134], [0.438933, -0.177602, -0.224799], [-1.516103, -1.811610, -0.830474], [2.114692, 0.123757, 1.474386], [-1.037934, -1.117017, 0.359017], [-2.371835, 0.925276, 2.192786], [2.134815, -1.022901, -1.296829], [0.370534, -1.330040, -1.938874], [1.236981, 0.279963, -2.216244], [0.335810, 1.210622, 1.180275], [1.888452, -0.791170, 1.434432], [1.635214, 1.607789, 0.023221], [-1.849280, 1.274193, -0.029111], [-3.306394, 0.201592, 0.202899]],
  "atomic_forces_ev_per_a": [[-1.4, 1.3, -1.0], [2.5, -2.5, -3.2], [0.5, -1.2, 0.2], [0.6, 0.7, -0.3], [-0.9, -1.8, -3.0], [-0.1, 2.1, -0.3], [0.8, 2.1, 2.8], [-0.1, 0.4, 0.9], [-0.5, -0.2, 0.0], [1.4, 0.6, 0.5], [-0.1, -1.4, 1.3], [-1.7, 1.3, 2.2], [-0.5, -1.0, -0.1], [-0.7, -1.2, 0.9], [0.0, 0.6, -0.7], [0.3, 0.0, -0.3]],
  "lowdin_charge": [-0.18, -0.29, -0.77, -0.38, -0.57, -0.12, 0.57, 0.36, 0.05, 0.06, 0.08, 0.03, 0.03, 0.13, -0.01, 0.00],
  "smiles": "CN(CO)P([O-])CCl",
  "total_energy_ha": -1125.92408,
  "total_charge": -1,
  "homo_lumo_gap_ha": 0.243
}

=====

Values for energy above the lowest of the compared OMol25 structures with the same formula, charge and spin, kcal per mole, ordered as above
71.7; 23.3; 72.3